1.
Molecular formula: C12H36BeNO7
Method: DFT, the ωB97M-V functional and the def2-TZVPD basis

Last column: natural (NBO) charge in e.
CARTESIAN COORDINATES (ANGSTROEM)
Be1 17.5163 -4.3857 -22.0573  0.853
C1 16.1306 -8.7951 -24.8320  -0.649
C2 17.0374 -8.2496 -23.5993  0.117
C3 18.0660 -9.3379 -23.2001  -0.394
C4 19.3218 -9.4974 -24.0616  -0.404
C5 19.9072 -8.0687 -24.3002  -0.392
C6 18.8991 -7.0024 -24.7567  0.110
N1 17.6992 -6.9817 -23.9229  -0.255
O1 16.7974 -5.8979 -24.2297  -0.784
C7 18.5924 -7.3086 -26.2495  -0.641
C8 19.6436 -5.6160 -24.6345  -0.600
C9 16.1716 -8.0694 -22.4050  -0.614
H1 16.6347 -9.5129 -25.4791  0.193
H2 15.6353 -7.9803 -25.3601  0.236
H3 15.4283 -9.4530 -24.3202  0.189
H4 17.5672 -10.3067 -23.2277  0.209
H5 18.3342 -9.1467 -22.1610  0.179
H6 19.2474 -10.0167 -25.0170  0.202
H7 20.0852 -10.0225 -23.4875  0.198
H8 20.7621 -8.2161 -24.9603  0.207
H9 20.3952 -7.8143 -23.3593  0.179
H10 17.8335 -6.6994 -26.7405  0.227
H11 18.1757 -8.3054 -26.3936  0.199
H12 19.5316 -7.2742 -26.8017  0.191
H13 19.0501 -4.9506 -24.0075  0.228
H14 19.9031 -5.1481 -25.5841  0.201
H15 20.5961 -5.7781 -24.1299  0.179
H16 15.2473 -7.5039 -22.5233  0.224
H17 16.7614 -7.6163 -21.6082  0.207
H18 15.5967 -8.9280 -22.0580  0.202
O2 18.9513 -6.2297 -21.1480  -0.957
H19 19.0364 -7.1195 -21.4904  0.497
H20 19.3428 -6.2698 -20.2755  0.455
O3 15.2934 -3.5948 -22.6929  -0.967
H21 15.0957 -3.7667 -23.6135  0.503
H22 14.4475 -3.3746 -22.3028  0.471
O4 18.3186 -3.8291 -19.5766  -0.947
H23 18.3458 -3.0653 -19.0003  0.473
H24 19.0524 -4.3726 -19.2895  0.469
O5 17.1468 -1.8587 -21.4521  -0.939
H25 17.6509 -1.4861 -20.7287  0.464
H26 16.2768 -1.4694 -21.3640  0.478
O6 19.8637 -3.4253 -21.9297  -0.955
H27 19.9399 -2.5548 -22.3204  0.480
H28 20.7568 -3.7697 -21.9350  0.478
C10 13.7684 -5.3932 -20.2513  -0.629
C11 14.9964 -4.6988 -19.6484  0.098
C12 14.9512 -4.5532 -18.1087  -0.641
O7 16.0077 -5.4932 -20.1495  -0.734
H29 12.8673 -4.7862 -20.1641  0.198
H30 13.6051 -6.3264 -19.7124  0.211
H31 13.9827 -5.6909 -21.2778  0.239
H32 15.2573 -3.6962 -19.9874  0.146
H33 14.4692 -3.7040 -17.6244  0.221
H34 15.9672 -4.7128 -17.7477  0.203
H35 14.3542 -5.4064 -17.7866  0.206
H36 16.7601 -5.5643 -19.5575  0.483

* 2S+1: 2
* energy relative to the best compared isomer or geometry (same formula, charge and spin): 10.95 kJ/mol
* net charge: 0
* M: 315.432 g mol⁻¹
* expectation value of S²: 0.7570
* frontier orbital gap (spin up / spin down): 4.9 / 4.5 eV

---

2.
Molecular formula: C12H36BrN3O3
Method: DFT, the ωB97M-V functional and the def2-TZVPD basis

Last column: natural (NBO) charge in e.
CARTESIAN COORDINATES (ANGSTROEM)
C1 -3.2541 0.5897 -4.5486  -0.654
C2 -3.0096 1.6161 -3.4758  -0.060
C3 -3.6968 1.3609 -2.1542  -0.081
O1 -3.4298 2.5110 -1.3775  -0.549
C4 -3.8755 2.3753 -0.0380  -0.252
N1 -1.5261 1.7423 -3.2734  -0.710
H1 -1.2765 2.2319 -2.4120  0.445
H2 -1.0327 0.8262 -3.2177  0.469
H3 -1.0967 2.2027 -4.0764  0.435
H4 -2.9004 -0.4249 -4.3741  0.239
H5 -2.8150 0.9268 -5.4962  0.234
H6 -4.3016 0.5583 -4.8569  0.254
H7 -3.3078 2.5870 -3.8696  0.229
H8 -3.3084 0.4605 -1.6663  0.177
H9 -4.7553 1.2627 -2.4149  0.206
H10 -3.5223 3.2557 0.4972  0.209
H11 -3.4445 1.4950 0.4483  0.156
H12 -4.9652 2.3838 0.0267  0.192
C5 6.6558 1.3887 3.1332  -0.644
C6 5.1821 1.4626 2.7960  -0.047
C7 4.8157 1.1490 1.3821  -0.097
O2 3.3951 1.2051 1.3223  -0.574
C8 2.8565 0.6786 0.1174  -0.261
N2 4.4351 0.4784 3.7127  -0.679
H13 4.4116 -0.4402 3.2672  0.438
H14 4.8437 0.5111 4.6446  0.450
H15 3.4535 0.7659 3.7197  0.453
H16 6.8680 1.6911 4.1612  0.238
H17 7.2586 2.0014 2.4690  0.268
H18 7.0038 0.3511 3.0900  0.225
H19 4.7647 2.4129 3.1304  0.231
H20 5.1469 0.1525 1.0519  0.186
H21 5.2230 1.8772 0.6751  0.226
H22 3.4685 0.9549 -0.7441  0.198
H23 1.8255 0.9762 -0.0384  0.221
H24 2.8528 -0.4210 0.1381  0.164
C9 -0.3478 -1.4632 1.9309  -0.641
C10 -1.1445 -2.3855 1.0493  -0.066
C11 -2.3017 -1.7285 0.3396  -0.097
O3 -2.8549 -2.5736 -0.6344  -0.535
C12 -3.7763 -3.5307 -0.1246  -0.266
N3 -0.2334 -3.0254 0.0208  -0.707
H25 -0.1682 -2.3768 -0.7843  0.480
H26 0.7380 -3.0720 0.3326  0.429
H27 -0.4923 -3.9621 -0.2816  0.447
H28 -1.0171 -0.9550 2.6222  0.252
H29 0.1943 -0.7257 1.3307  0.230
H30 0.4244 -1.9760 2.5090  0.220
H31 -1.5172 -3.2666 1.5756  0.218
H32 -1.9542 -0.8344 -0.1977  0.206
H33 -3.0391 -1.2873 1.0205  0.206
H34 -4.0798 -4.1327 -0.9787  0.219
H35 -4.6806 -3.0727 0.2821  0.191
H36 -3.3272 -4.1954 0.6196  0.162
Br1 0.6348 -0.5933 -2.3807  -0.883

* energy relative to the best compared isomer or geometry (same formula, charge and spin): 51.20 kJ/mol
* net charge: +2
* M: 350.342 g mol⁻¹
* frontier orbital gap: 8.3 eV

---

3.
Molecular formula: C12H36CaO24P4S2
Method: DFT, the ωB97M-V functional and the def2-TZVPD basis

Last column: Löwdin charge in e.
CARTESIAN COORDINATES (ANGSTROEM)
Ca1 8.7204 -4.0728 -12.3106  1.352
S1 10.4793 -6.1710 -11.3290  0.079
O1 10.1394 -7.4854 -10.9377  -0.361
O2 9.7790 -5.1751 -10.5433  -0.486
O3 11.8999 -5.9306 -11.3720  -0.391
O4 9.7114 -6.0849 -12.5684  -0.489
S2 6.7563 -5.9290 -13.6968  0.157
O5 6.9886 -6.1610 -12.2816  -0.432
O6 7.3794 -7.1465 -14.2086  -0.408
O7 5.2884 -5.8352 -14.0857  -0.491
O8 7.4718 -4.6958 -14.0222  -0.551
C1 8.6268 1.9692 -14.1104  -0.149
O9 8.7501 0.6260 -13.8708  -0.175
P1 7.5199 -0.3108 -13.6365  0.487
O10 7.8124 -1.6510 -13.0393  -0.228
O11 6.4486 0.6442 -12.7844  -0.250
C2 5.1766 0.0830 -12.4793  -0.123
O12 6.8921 -0.2864 -15.1199  -0.210
C3 5.8024 -1.1881 -15.4374  -0.083
H1 9.3417 2.2753 -14.8743  0.093
H2 8.7527 2.5590 -13.2025  0.084
H3 7.6449 2.2890 -14.4592  0.084
H4 4.2540 0.2431 -13.0374  0.087
H5 5.1754 0.3698 -11.4277  0.087
H6 5.3027 -0.9996 -12.4882  0.077
H7 5.9229 -1.6978 -16.3934  0.090
H8 4.7782 -0.8201 -15.3774  0.076
H9 5.7948 -1.9905 -14.6998  0.086
C4 6.5370 -1.0596 -7.4553  -0.122
O13 6.9396 -1.5232 -8.7149  -0.254
P2 6.7872 -3.0430 -9.2757  0.529
O14 7.3019 -3.2586 -10.6841  -0.306
O15 7.5621 -3.9241 -8.2237  -0.217
C5 7.4394 -5.3316 -8.2039  -0.078
O16 5.2398 -3.4225 -8.9103  -0.211
C6 4.0431 -2.9303 -9.4816  -0.106
H10 7.2148 -0.2556 -7.1687  0.079
H11 6.5328 -1.8820 -6.7400  0.089
H12 5.4669 -0.8570 -7.4108  0.082
H13 6.4647 -5.6859 -7.8685  0.087
H14 8.2407 -5.6081 -7.5186  0.091
H15 7.8276 -5.8141 -9.1009  0.095
H16 3.3737 -3.7653 -9.6881  0.092
H17 4.0338 -2.1954 -10.2864  0.084
H18 3.4461 -2.5104 -8.6721  0.070
C7 10.1868 -1.4507 -7.5756  -0.135
O17 9.8332 -2.1093 -8.7292  -0.226
P3 10.3876 -1.4922 -10.1518  0.602
O18 9.9063 -2.2608 -11.3682  -0.315
O19 10.1793 0.1282 -10.0394  -0.221
C8 8.8639 0.6554 -9.9386  -0.100
O20 12.0096 -1.7387 -10.0586  -0.245
C9 12.5804 -3.0190 -10.0971  -0.114
H19 11.0116 -0.7518 -7.7144  0.095
H20 10.2849 -2.1909 -6.7814  0.100
H21 9.2244 -1.0312 -7.2824  0.059
H22 8.6832 0.8955 -8.8908  0.074
H23 8.0265 0.0038 -10.1881  0.079
H24 8.9526 1.6025 -10.4707  0.089
H25 13.2400 -3.3450 -9.2929  0.087
H26 12.9947 -3.1355 -11.0986  0.095
H27 11.7593 -3.7293 -10.0006  0.055
C10 8.6792 -3.7985 -16.7468  -0.130
O21 9.6112 -2.7531 -16.4810  -0.203
P4 10.7882 -3.1413 -15.4224  0.512
O22 10.2612 -3.6840 -14.1075  -0.279
O23 11.7903 -4.0889 -16.2495  -0.211
C11 12.7685 -4.8088 -15.5423  -0.117
O24 11.6313 -1.7948 -15.2620  -0.197
C12 12.1630 -1.1470 -16.3806  -0.139
H28 8.4032 -3.9237 -17.7939  0.077
H29 7.7812 -3.8689 -16.1331  0.069
H30 8.9732 -4.8383 -16.6040  0.096
H31 12.6730 -4.9221 -14.4624  0.092
H32 13.7248 -4.3352 -15.7644  0.084
H33 12.7303 -5.8934 -15.6438  0.097
H34 12.1214 -1.7021 -17.3177  0.083
H35 13.2172 -0.8769 -16.3207  0.083
H36 11.5311 -0.2633 -16.4696  0.086

* net charge: -2
* M: 792.504 g mol⁻¹
* frontier orbital gap: 3.3 eV

---

4.
Molecular formula: C12H36N2O5
Method: DFT, the ωB97M-V functional and the def2-TZVPD basis

Last column: natural (NBO) charge in e.
CARTESIAN COORDINATES (ANGSTROEM)
C1 2.0935 -0.9530 3.5535  -0.634
C2 3.5171 -0.8439 3.0121  -0.056
O1 3.6272 -1.5128 1.7475  -0.757
H1 1.3751 -0.6596 2.7953  0.217
H2 2.0239 -0.2654 4.3941  0.219
H3 1.9772 -1.9899 3.8651  0.215
H4 4.2893 -1.3005 3.6415  0.165
H5 3.7946 0.2140 2.9089  0.158
H6 4.5439 -1.5342 1.4654  0.481
C3 -0.4598 2.0075 3.5143  -0.615
C4 0.0281 3.3974 3.1061  -0.085
C5 1.3514 3.4450 2.2704  -0.083
O2 1.2137 3.6416 0.8752  -0.540
C6 1.0056 2.4143 0.2053  -0.263
N1 -1.0483 4.0520 2.3527  -0.836
H7 -1.4918 2.0275 3.8540  0.228
H8 0.1215 1.5688 4.3333  0.199
H9 -0.3173 1.2756 2.7142  0.197
H10 0.2194 3.9454 4.0285  0.190
H11 2.0205 2.5992 2.4844  0.160
H12 1.9598 4.3061 2.5617  0.186
H13 0.1167 1.8936 0.5894  0.158
H14 1.8176 1.6991 0.3746  0.179
H15 0.8586 2.4993 -0.8695  0.200
H16 -1.0408 3.7299 1.3976  0.362
H17 -0.9530 5.0573 2.3285  0.360
C7 -1.4799 -1.5188 -2.9850  -0.629
C8 -2.5414 -0.4746 -3.3313  -0.075
C9 -3.8390 -1.2867 -3.5893  -0.070
O3 -4.7434 -0.3686 -4.1632  -0.549
C10 -6.0127 -0.9043 -4.4872  -0.245
N2 -2.6809 0.4025 -2.1640  -0.811
H18 -1.7060 -2.1511 -2.1157  0.199
H19 -0.4573 -1.2029 -2.7707  0.230
H20 -1.4219 -2.2959 -3.7567  0.207
H21 -2.2303 0.0955 -4.2014  0.206
H22 -4.2211 -1.6744 -2.6315  0.153
H23 -3.7131 -2.1837 -4.2099  0.166
H24 -6.5537 -1.1495 -3.5649  0.164
H25 -5.9326 -1.8044 -5.1039  0.167
H26 -6.5342 -0.1056 -5.0103  0.196
H27 -3.5574 0.9184 -2.3062  0.357
H28 -2.9771 -0.1818 -1.3792  0.337
C11 4.1858 -3.0669 -1.3266  -0.254
O4 5.4237 -2.9927 -2.0198  -0.717
H29 4.1261 -2.2630 -0.5896  0.160
H30 3.3108 -3.0779 -1.9792  0.169
H31 4.0916 -3.9642 -0.7113  0.179
H32 5.4282 -2.1128 -2.4086  0.463
C12 -0.1242 -1.2290 0.4896  -0.248
O5 1.1999 -0.8720 0.1756  -0.749
H33 -0.2214 -2.3019 0.6898  0.160
H34 -0.4628 -0.7633 1.4271  0.147
H35 -0.8303 -0.9169 -0.2733  0.190
H36 1.8309 -1.2680 0.7927  0.494

* energy relative to the best compared isomer or geometry (same formula, charge and spin): 159.81 kJ/mol
* net charge: 0
* M: 288.429 g mol⁻¹
* SMILES: COC[C@H](C)N.COC[C@H](C)N.CCO.CO.CO
* frontier orbital gap: 9.6 eV